Record 1
52
Properties=species:S:1:pos:R:3:forces:R:3 method="wB97M-V/def2-TZVPD" charge=0 homo_energy_ev=-8.52 relative_energy_ev=0.602 orbital_gap_ev=8.93 total_energy_ha=-1188.2406
H -1.183071 1.591353 -0.311624 -0.059 -0.086 -0.082
H 0.136989 -2.128344 -0.415754 0.070 0.065 0.018
H -2.924431 -5.989123 -1.031565 0.050 -0.020 0.052
C -1.551654 -2.509196 -2.109048 0.147 0.221 -0.164
C -2.011929 -4.904163 -2.667938 0.237 -0.060 0.113
C 2.158855 -1.240756 1.279147 0.203 0.167 -0.064
H -0.075541 -4.009733 -2.430669 0.068 0.028 -0.096
H -1.024012 -1.052818 -3.588477 -0.020 0.034 -0.026
C 0.787016 2.984580 2.062271 0.227 -0.199 0.101
O -2.498371 6.114697 0.597174 0.031 0.005 0.028
C 1.920257 0.218035 1.677614 0.016 -0.463 -0.110
C -1.552625 5.878404 1.319054 0.017 0.293 0.149
C -1.008564 6.920622 2.267398 -0.248 0.153 -0.149
C 0.292657 2.020180 1.184233 0.003 0.441 0.215
H 1.421325 -1.860405 1.796156 0.009 -0.065 -0.006
H 4.161397 -3.927378 -0.589338 -0.310 0.073 0.002
H 0.961779 -0.157563 -2.391899 -0.012 -0.087 -0.059
C -2.328236 -5.088435 -1.188703 -0.244 0.024 -0.111
O 3.872968 -3.010541 -0.450075 0.638 0.174 0.080
H -2.214195 3.839254 -0.192802 -0.053 0.010 -0.042
H -1.392001 -5.201976 -0.638135 0.046 -0.047 0.053
C -0.937305 -1.193998 -2.508944 0.144 -0.056 0.150
H 0.611213 4.958490 2.808052 0.036 0.088 0.072
H 3.153421 -1.516368 1.631439 -0.107 0.070 0.043
N 0.821641 0.741744 1.077861 -0.283 0.018 -0.220
C -2.451202 -2.590291 -1.136910 -0.198 -0.015 0.126
H 0.032845 7.131531 2.034852 0.123 0.005 0.051
N 0.685217 -1.312481 -0.690257 -0.022 -0.363 -0.094
C -3.082088 -3.866403 -0.672339 0.096 -0.189 0.044
H -4.118797 -3.892367 -1.026226 -0.034 -0.023 0.085
C 0.205354 4.234351 2.119511 -0.348 0.134 -0.243
C 2.547086 -2.910073 -0.508348 -0.322 -0.096 -0.222
H -1.072649 6.563786 3.292907 0.070 -0.022 0.111
C -1.371902 3.584487 0.433034 0.038 0.128 0.089
H -1.562634 -5.810324 -3.078084 -0.050 0.000 -0.056
C 2.052692 -1.491502 -0.236922 -0.052 -0.111 0.137
O 1.819838 -3.842188 -0.730682 -0.051 -0.070 0.034
H -2.793101 -1.691773 -0.638463 0.031 0.218 -0.031
H 2.707402 -0.788363 -0.763367 -0.053 -0.063 0.042
C -0.882475 4.558588 1.308507 0.049 -0.476 -0.174
H -1.463944 -0.376562 -2.013374 -0.018 0.051 -0.021
C -0.797612 2.337116 0.369102 0.070 -0.003 0.052
H 0.391079 0.123784 0.376947 0.124 0.058 0.156
H -1.591139 7.832920 2.167377 -0.008 -0.019 -0.015
H 1.627949 2.744051 2.691173 0.011 -0.010 0.005
C 0.545416 -1.136253 -2.130537 -0.050 0.080 -0.130
H -0.917676 -3.496426 -3.893914 0.062 0.037 -0.018
H -3.120030 -3.876810 0.420455 -0.075 0.002 -0.022
H -2.936276 -4.705471 -3.214813 -0.045 -0.033 -0.063
H 1.096994 -1.902564 -2.693836 0.019 0.043 0.015
C -1.053714 -3.728917 -2.834467 -0.159 -0.190 -0.018
O 2.643900 0.787598 2.462994 0.190 0.145 0.213

=====

Record 2
54
Properties=species:S:1:pos:R:3:forces:R:3 method="wB97M-V/def2-TZVPD" charge=+1 homo_energy_ev="-9.98 / -9.99" relative_energy_ev=0.000 orbital_gap_ev="6.47 / 6.47" total_energy_ha=-2662.4110
C -1.266618 -6.152732 -1.078515 0.020 -0.047 -0.001
C -1.642043 4.186843 -1.625341 -0.084 -0.067 0.027
H 2.885649 0.662140 2.576886 -0.034 0.027 -0.011
H 2.049779 -2.996109 -1.063405 0.011 -0.007 -0.007
H 1.699863 -0.705296 -1.831321 0.035 -0.088 -0.269
C 3.016414 0.315222 1.552720 -0.037 -0.092 0.088
H 1.222147 -5.284104 -0.677216 -0.012 -0.010 0.008
H 1.158627 -0.191075 3.475805 0.014 0.007 -0.031
H -1.800878 -0.117075 2.654653 0.022 0.000 -0.046
H -4.056185 2.551937 -0.190249 -0.016 0.021 -0.039
C 0.852530 2.555007 2.658040 0.118 0.090 0.135
C 0.625005 -0.855627 -1.876301 -0.544 0.938 1.539
H 1.198513 2.445776 -2.188573 -0.018 -0.007 0.006
H 0.636779 3.483751 3.188107 -0.072 -0.016 -0.006
H 2.767811 -1.524957 0.429727 -0.013 0.032 -0.025
H 0.354515 3.107541 -3.590201 0.006 -0.004 -0.003
C 0.261776 -0.638883 3.051233 0.023 0.056 0.104
Pd -0.056486 0.264700 -0.204247 0.413 -0.146 -0.181
C -2.852703 4.003500 -1.024638 0.030 -0.056 0.003
H -2.664869 -4.102394 -2.031340 -0.003 -0.001 -0.001
C -1.174101 -2.563008 -2.015644 0.032 0.033 0.043
C 1.853981 2.875494 1.550724 -0.077 0.095 0.069
H -3.508892 6.028578 -1.126009 0.001 0.004 0.006
H -4.811232 4.827756 -1.130232 -0.011 0.023 0.009
C -0.821522 3.058223 -1.834654 0.231 -0.011 -0.295
H -1.116245 0.597673 4.100040 0.008 0.087 -0.023
N -1.178641 1.831057 -1.496119 -0.352 0.145 0.627
H 0.924318 4.203188 -2.336723 0.006 -0.001 0.010
H 2.758510 3.288904 1.999801 0.006 -0.038 0.026
S 2.289561 1.534558 0.429692 0.412 0.175 -0.149
H 0.093199 -0.215580 -2.572322 0.160 -0.253 -0.366
N -1.656106 -7.216528 -0.888944 -0.014 -0.015 0.010
H -1.322646 5.169654 -1.934346 0.017 0.001 0.001
H 1.458847 3.657077 0.898001 -0.039 -0.050 -0.040
C 0.500855 3.215984 -2.512641 0.005 0.010 0.007
H 2.907740 -1.743274 2.158512 -0.046 -0.003 0.017
C -2.385495 1.640699 -0.866572 -0.139 -0.112 -0.096
H -3.945486 5.184356 0.367942 -0.009 -0.002 0.004
C 0.553402 -4.514655 -1.037368 -0.015 0.024 -0.014
C 1.006881 -3.226342 -1.244610 -0.019 0.041 -0.097
N -3.185737 2.738559 -0.671575 0.070 0.070 -0.124
H 4.091846 0.278746 1.379238 -0.008 0.000 -0.034
H -1.846693 -1.801176 -2.387519 0.016 0.003 -0.007
C -1.638503 -3.845297 -1.808617 0.036 0.006 0.012
H 1.295192 1.889122 3.397529 -0.047 -0.065 -0.033
S -0.716364 1.851911 2.082266 0.140 -0.317 -0.547
C -0.897403 0.341198 3.061944 -0.117 -0.078 0.196
C 2.468997 -1.104793 1.389796 0.080 0.025 0.038
C 0.151308 -2.224583 -1.717826 0.011 -0.312 -0.233
C -3.835237 5.078766 -0.712718 0.014 -0.024 -0.028
H 0.006052 -1.481537 3.694806 -0.026 -0.019 -0.038
S 0.669591 -1.319792 1.416759 0.127 -0.163 -0.241
C -0.777100 -4.822298 -1.307856 -0.032 0.000 -0.004
S -2.880693 0.156188 -0.306386 -0.280 0.093 0.008

=====

Record 3
59
Properties=species:S:1:pos:R:3:forces:R:3 method="wB97M-V/def2-TZVPD" charge=0 homo_energy_ev="-7.04 / -8.23" relative_energy_ev=0.000 orbital_gap_ev="7.06 / 8.22" spin_multiplicity=4 total_energy_ha=-2824.7692
H -2.001202 -0.103716 -0.976543 -0.004 0.006 -0.008
N 0.350958 1.749095 4.488409 -0.051 0.037 0.008
H 1.452031 -2.415179 2.363734 -0.001 0.000 -0.002
O -1.071011 -3.188785 -0.363259 -0.014 -0.001 0.016
H -0.356312 6.221477 4.109901 0.001 0.000 0.001
N 0.653820 3.033015 4.265829 -0.004 -0.004 -0.017
C 0.793083 3.213422 2.945066 0.046 0.011 0.040
H 1.450345 4.740432 5.104907 -0.002 0.000 -0.001
H -2.648975 4.171041 6.291616 -0.001 0.000 0.000
C -1.728374 3.654966 6.019564 0.000 -0.004 -0.002
H -6.254889 -0.828763 2.270064 -0.001 0.000 0.001
H -2.281456 -2.097040 3.125750 -0.002 -0.001 0.006
C -4.239839 -1.461105 2.583918 0.007 -0.006 -0.009
H 4.315485 -1.600684 -0.578016 0.000 -0.001 0.000
H -5.129451 -1.673617 6.319847 0.000 -0.001 -0.001
H 1.026680 3.448921 6.236570 -0.005 -0.001 0.001
C -3.111810 -0.499138 0.628977 -0.022 -0.013 -0.039
C -0.362349 -2.533759 0.390218 -0.003 0.015 0.025
H 3.909041 -2.290072 2.262689 0.001 0.000 0.000
H -1.357418 4.864200 3.558771 -0.003 -0.001 0.000
V -0.190216 0.134300 1.389054 0.179 -0.016 -0.103
H -2.021366 6.052531 4.662292 0.000 -0.001 0.000
C -1.116281 5.498485 4.415258 0.003 0.000 -0.007
C 1.638623 -1.413402 -0.845790 -0.010 -0.021 0.001
C -0.662558 4.666620 5.610563 -0.004 -0.001 0.006
C -3.271209 -1.859538 3.494343 -0.009 -0.002 -0.001
C 0.691777 4.000306 5.359962 0.007 0.004 -0.002
H -2.653839 -1.674168 -0.935199 -0.008 -0.006 -0.008
H 1.032251 4.150081 2.473198 -0.001 -0.002 -0.003
N -3.920881 -1.407675 1.188808 -0.012 0.017 0.006
C -4.879668 -1.613677 5.268211 -0.001 0.001 0.003
C -5.521839 -1.144971 3.000894 0.001 0.006 -0.005
H -2.846420 -2.238144 5.556776 0.000 0.001 0.000
N 0.598306 2.066056 2.354281 -0.151 -0.061 0.018
O -0.786802 -1.828912 1.385441 0.034 -0.018 -0.010
O 1.859541 -0.642223 1.350753 -0.032 -0.022 -0.013
C -3.596597 -1.930401 4.839520 0.005 -0.002 0.000
N 0.316579 1.189567 3.344641 0.069 0.013 0.046
H 1.451997 -3.502172 -0.181279 0.002 0.001 0.001
C 0.516966 -0.577914 -1.469536 0.074 0.041 -0.020
H -6.842821 -0.977104 4.679814 0.000 0.000 0.001
H -4.117259 -2.235310 0.643890 0.021 -0.011 0.008
H -0.482004 5.342843 6.452287 -0.001 0.002 -0.001
H -1.408960 3.055155 6.872821 0.001 0.001 0.000
O 0.297538 -0.641452 -2.664461 -0.029 -0.029 0.009
C -5.842432 -1.224137 4.349172 0.001 0.004 0.000
C 3.854195 -1.236087 0.338223 -0.003 -0.004 -0.002
C 2.525008 -0.542107 0.058115 -0.007 0.005 -0.003
H 3.599703 -3.365344 0.898275 0.000 0.001 -0.001
C 1.159337 -2.513610 0.168726 -0.001 -0.014 0.008
H -1.965092 2.972030 5.201310 -0.004 0.002 0.000
C 3.411830 -2.369476 1.297149 0.000 0.002 0.001
H 4.550266 -0.554280 0.825262 -0.002 0.000 0.001
H 2.210488 -1.855568 -1.658470 0.000 0.004 -0.001
H 2.580106 0.504474 -0.229167 -0.001 0.000 -0.003
C 1.914162 -2.099426 1.434090 0.005 -0.004 0.003
N -2.744385 -0.708800 -0.633553 -0.049 0.004 0.032
O -0.109118 0.196822 -0.638770 -0.016 0.034 -0.005
S -2.617297 0.905281 1.485745 -0.001 0.041 0.026

=====

Record 4
57
Properties=species:S:1:pos:R:3:forces:R:3 method="wB97M-V/def2-TZVPD" charge=+3 homo_energy_ev="-18.37 / -18.37" relative_energy_ev=0.000 orbital_gap_ev="7.01 / 7.01" total_energy_ha=-1836.6558
H -2.134700 -0.337970 -5.468777 -0.003 0.000 0.007
C -0.523404 0.931349 2.366187 0.081 -0.034 -0.011
H 2.243554 -1.870156 -0.504022 0.114 0.005 0.076
C -1.735055 -2.065273 1.447179 -0.078 0.023 -0.023
H 4.310101 -1.136573 -0.269571 -0.006 -0.042 0.028
C 3.613934 -0.302979 -0.342485 -0.083 0.031 -0.140
C 2.051140 2.238907 -1.748637 0.037 -0.044 0.161
C 3.520106 2.089911 -1.369347 -0.057 -0.005 0.098
H -0.892108 -2.328066 3.340190 -0.050 -0.011 -0.045
C -3.816974 -1.935796 2.203479 0.088 -0.102 0.002
C -1.537124 0.359435 -2.227334 0.078 -0.123 -0.004
H 2.259917 -0.834936 -1.745926 -0.036 -0.065 -0.086
N -1.728202 -2.167785 2.792789 -0.085 0.099 -0.024
O -2.800185 1.334027 1.848782 0.014 0.001 -0.099
H 3.989756 0.238235 -2.382899 0.046 0.024 0.009
H 2.507391 0.318696 4.586583 -0.013 0.000 -0.012
C 1.631848 0.115852 2.652003 -0.079 -0.037 -0.101
O -3.172846 1.603650 -1.044727 -0.044 0.005 0.072
H 1.582718 2.265573 0.262728 0.014 0.083 0.040
N -3.030302 -1.938664 1.083811 0.175 0.034 0.118
H 0.505894 1.489068 5.526541 -0.002 0.003 -0.012
H 3.678925 2.550918 -0.386350 0.030 0.010 -0.036
H -3.229117 -2.179371 4.332671 0.012 0.016 -0.039
H 3.548226 0.162114 0.637645 -0.045 0.040 0.027
C 4.114402 0.685085 -1.387826 -0.039 -0.062 -0.058
H 1.861886 3.265153 -2.057806 -0.037 0.057 -0.007
C 0.518662 1.156566 4.496218 -0.019 -0.005 -0.016
H -0.127653 -1.771258 -5.048169 -0.006 0.010 0.004
C -1.658796 -0.351889 -4.496692 -0.023 0.030 0.040
C -3.568577 -1.892343 -0.281784 -0.140 -0.151 0.213
C -1.704580 1.069815 1.451125 -0.102 0.033 -0.235
H 0.915552 -1.751127 -2.822131 0.018 -0.027 -0.012
N 1.134470 1.944251 -0.592526 -0.028 -0.154 -0.256
H -3.077081 0.992158 -3.536000 -0.007 0.005 -0.013
N 0.578057 0.348989 1.854386 0.313 0.082 -0.046
H -2.810694 -1.513511 -0.944604 0.219 0.064 -0.189
H -3.847268 -2.897237 -0.592632 -0.026 -0.013 0.034
H -4.440335 -1.242211 -0.292375 0.051 0.020 0.015
Pd 0.389287 -0.038595 -0.167464 -0.004 -0.311 0.312
H 4.098262 2.701321 -2.061966 -0.024 0.005 -0.050
H 2.471563 -0.414495 2.227670 -0.013 0.018 -0.015
S -0.312503 -2.210814 0.465457 -0.280 0.114 -0.236
H 0.280576 2.492994 -0.678606 0.048 0.062 -0.030
C -2.998380 -2.096025 3.283025 -0.015 -0.022 -0.021
H -1.500637 1.816445 4.025124 0.010 -0.004 0.004
C -2.178193 0.395772 -3.443647 -0.028 -0.038 -0.159
H 1.773227 1.594145 -2.583539 -0.020 -0.030 -0.031
N 2.265131 -0.876899 -0.730907 0.109 0.018 0.256
C -0.539605 -1.140697 -4.271745 -0.026 0.002 -0.029
N -0.414602 -0.360955 -2.032339 0.212 0.192 -0.130
N -1.338308 0.807909 0.124361 -0.324 -0.016 0.040
C -0.588214 1.348188 3.676958 0.004 0.023 0.122
C -2.138289 1.013044 -1.019455 0.085 0.085 0.364
C 1.635128 0.514179 3.976937 -0.016 -0.001 0.015
H 5.193182 0.774269 -1.254938 0.004 -0.001 0.045
C 0.060663 -1.122767 -3.025520 -0.048 0.099 0.068
H -4.889829 -1.839621 2.150898 0.044 0.006 -0.006